(1)
DFT (ωB97M-V with the def2-TZVPD basis set) results for a structure of composition C26H42Cl10N2O5PS.

## Properties
2S+1 = 1
LUMO level = 1.479 eV
orbital gap = 0.220 hartree
relative energy (zero: lowest compared OMol25 entry of this formula, charge and spin) = 3.994 eV
charge = -1

Cartesian coordinates (Å):
C (0.775, 2.564, 5.057)
O (-0.471, 3.225, 4.805)
C (-0.300, 4.429, 4.036)
C (-0.855, 4.288, 2.535)
C (0.447, 4.106, 1.622)
C (0.154, 4.199, 0.073)
C (-0.358, 2.858, -0.593)
C (0.274, 1.557, -0.017)
C (1.766, 1.356, 0.229)
C (2.771, 2.520, -0.156)
O (2.706, 2.989, -1.322)
O (3.612, 3.023, 0.699)
C (2.270, 0.104, 0.817)
P (4.113, -0.052, 1.126)
C (4.736, -1.298, -0.130)
C (4.313, -0.751, 2.858)
C (1.363, -1.063, 1.221)
N (1.746, -2.252, 1.814)
S (0.250, -3.037, 1.939)
N (-0.883, -1.952, 1.319)
C (-0.114, -0.846, 0.927)
C (-0.646, 0.441, 0.317)
C (-2.190, 0.486, 0.082)
O (-2.531, 0.818, -1.297)
O (-3.909, 0.992, -1.316)
H (0.612, 1.789, 5.867)
H (1.591, 3.246, 5.427)
H (1.127, 2.000, 4.139)
H (0.821, 4.608, 3.972)
H (-0.707, 5.354, 4.553)
H (-1.540, 3.399, 2.493)
H (-1.351, 5.266, 2.295)
H (1.095, 5.004, 1.874)
H (1.036, 3.206, 1.940)
H (-0.678, 4.965, -0.050)
H (1.057, 4.649, -0.423)
H (-1.485, 2.840, -0.614)
H (-0.049, 2.905, -1.686)
H (5.857, -1.313, -0.158)
H (4.324, -1.026, -1.139)
H (4.288, -2.311, 0.117)
H (4.169, -1.875, 2.792)
H (5.350, -0.600, 3.280)
H (3.592, -0.335, 3.611)
H (-2.591, -0.565, 0.236)
H (-2.728, 1.139, 0.822)
H (-4.098, 1.881, -1.685)
Cl (8.361, 6.379, 0.733)
C (6.999, 5.379, 0.151)
C (6.658, 4.261, 1.107)
Cl (7.936, 3.016, 1.170)
H (7.259, 4.997, -0.835)
H (6.142, 6.045, 0.043)
H (5.743, 3.761, 0.780)
H (6.498, 4.633, 2.119)
Cl (-6.306, -3.582, -1.392)
C (-4.971, -2.398, -1.323)
C (-4.569, -1.909, -2.695)
Cl (-3.788, -3.187, -3.662)
H (-4.134, -2.863, -0.802)
H (-5.322, -1.559, -0.720)
H (-3.848, -1.097, -2.601)
H (-5.427, -1.537, -3.256)
Cl (-4.507, -6.480, -8.279)
C (-5.553, -6.801, -6.872)
C (-4.889, -6.422, -5.567)
Cl (-3.521, -7.493, -5.172)
H (-5.828, -7.855, -6.889)
H (-6.459, -6.210, -7.010)
H (-5.605, -6.509, -4.749)
H (-4.521, -5.397, -5.587)
Cl (-2.190, -4.292, 2.246)
C (-3.355, -4.310, 3.590)
C (-4.717, -4.792, 3.145)
Cl (-5.502, -3.623, 2.056)
H (-3.404, -3.305, 4.010)
H (-2.953, -4.977, 4.354)
H (-5.370, -4.913, 4.010)
H (-4.655, -5.750, 2.630)
Cl (1.297, -1.019, -1.750)
C (1.650, -0.081, -3.226)
C (2.499, -0.846, -4.219)
Cl (4.166, -1.101, -3.648)
H (2.128, 0.854, -2.921)
H (0.687, 0.161, -3.680)
H (2.571, -0.283, -5.151)
H (2.069, -1.822, -4.444)

***

(2)
DFT (ωB97M-V with the def2-TZVPD basis set) results for a structure of composition C26H42MoN5O2SSbSe4Si4Te.

## Properties
expectation value of S² = 2.02
2S+1 = 3
LUMO level (spin up / spin down) = -6.508 / -7.364 eV
orbital gap (spin up / spin down) = 0.227 / 0.202 hartree
relative energy (zero: lowest compared OMol25 entry of this formula, charge and spin) = 0.766 eV
charge = +2

Cartesian coordinates (Å):
Mo (0.618, 1.805, -0.058)
N (3.654, 4.594, 0.757)
C (3.935, 4.596, -0.612)
C (4.825, 5.345, -1.373)
C (4.797, 5.127, -2.733)
C (3.914, 4.198, -3.314)
C (3.032, 3.463, -2.552)
C (3.057, 3.677, -1.176)
N (2.280, 3.133, -0.142)
C (2.668, 3.730, 0.976)
C (1.873, 3.484, 2.168)
C (1.973, 3.910, 3.443)
S (0.606, 3.397, 4.326)
C (-0.012, 2.621, 2.964)
N (0.736, 2.733, 1.896)
H (4.123, 5.149, 1.456)
H (5.493, 6.071, -0.925)
H (5.459, 5.696, -3.372)
H (3.920, 4.064, -4.388)
H (2.332, 2.778, -3.010)
H (2.764, 4.484, 3.904)
H (-0.953, 2.088, 2.981)
Se (0.461, 2.466, -5.231)
Sb (-1.680, 3.271, -4.586)
Se (-3.620, 1.931, -4.602)
Se (-1.849, 5.642, -4.006)
Se (-1.139, 2.411, -1.261)
O (3.043, -1.856, 1.808)
C (3.770, -2.651, 0.883)
N (4.998, -2.043, 0.443)
C (5.126, -1.077, -0.507)
O (6.178, -0.549, -0.789)
C (3.865, -0.659, -1.223)
C (3.631, -1.072, -2.529)
C (2.476, -0.652, -3.163)
C (1.595, 0.175, -2.496)
N (1.848, 0.621, -1.253)
C (2.970, 0.205, -0.636)
H (3.498, -1.868, 2.656)
H (3.102, -2.795, 0.038)
H (4.011, -3.624, 1.306)
H (5.868, -2.312, 0.879)
H (4.350, -1.705, -3.036)
H (2.246, -0.951, -4.178)
H (0.679, 0.508, -2.960)
H (3.142, 0.558, 0.373)
C (-1.832, -1.988, 4.179)
Si (-2.167, -3.007, 2.648)
C (-3.731, -3.985, 2.896)
C (-0.707, -4.099, 2.259)
Si (-2.442, -1.566, 0.797)
Te (-0.200, -0.356, 1.171)
Si (-4.308, -0.138, 0.932)
C (-3.998, 0.939, 2.428)
C (-5.718, -1.318, 1.208)
C (-4.567, 0.923, -0.567)
Si (-2.198, -2.591, -1.291)
C (-2.554, -1.318, -2.599)
C (-0.419, -3.148, -1.418)
C (-3.398, -4.008, -1.274)
H (-1.699, -2.644, 5.045)
H (-2.673, -1.321, 4.395)
H (-0.927, -1.381, 4.077)
H (-3.547, -4.817, 3.584)
H (-4.117, -4.406, 1.962)
H (-4.513, -3.360, 3.338)
H (-0.428, -4.697, 3.133)
H (0.165, -3.501, 1.967)
H (-0.941, -4.789, 1.442)
H (-3.758, 0.340, 3.311)
H (-4.881, 1.544, 2.665)
H (-3.169, 1.630, 2.231)
H (-5.566, -1.922, 2.105)
H (-5.848, -1.996, 0.358)
H (-6.655, -0.762, 1.332)
H (-3.677, 1.504, -0.807)
H (-5.384, 1.628, -0.376)
H (-4.832, 0.338, -1.451)
H (-2.097, -0.354, -2.351)
H (-3.627, -1.154, -2.725)
H (-2.156, -1.639, -3.569)
H (0.243, -2.275, -1.462)
H (-0.258, -3.739, -2.328)
H (-0.124, -3.761, -0.561)
H (-4.426, -3.654, -1.142)
H (-3.172, -4.713, -0.469)
H (-3.359, -4.557, -2.222)

***

(3)
DFT (ωB97M-V with the def2-TZVPD basis set) results for a cluster of 5 separate species, C26H42N7O9 in total.

## Properties
2S+1 = 1
LUMO level = -3.620 eV
orbital gap = 0.248 hartree
relative energy (zero: lowest compared OMol25 entry of this formula, charge and spin) = 11.501 eV
charge = +1

Cartesian coordinates (Å):
C (-3.015, -2.964, 1.671)
C (-1.600, -2.151, 1.621)
C (-0.734, -2.491, 0.299)
C (-0.079, -3.951, 0.293)
C (0.373, -4.098, -1.271)
N (1.770, -4.697, -1.358)
C (2.127, -4.974, 0.048)
N (3.030, -5.818, 0.561)
N (1.258, -4.180, 0.906)
C (1.876, -3.075, 1.702)
C (2.730, -2.015, 0.847)
C (3.851, -1.380, 1.851)
C (3.138, -0.315, 2.845)
C (2.388, -0.795, 4.119)
C (1.658, 0.130, 5.128)
C (1.717, 1.658, 4.870)
C (2.475, 2.159, 3.610)
C (3.182, 1.230, 2.576)
O (-1.736, -0.743, 1.894)
C (-2.403, -0.029, 0.828)
C (-1.406, 0.721, -0.188)
C (-1.490, 0.243, -1.688)
C (-0.586, 0.806, -2.811)
C (0.452, 1.905, -2.376)
C (0.529, 2.410, -0.889)
C (-0.385, 1.830, 0.249)
H (-3.577, -2.538, 2.579)
H (-3.610, -2.814, 0.706)
H (-2.721, -4.059, 1.864)
H (-0.992, -2.587, 2.508)
H (0.020, -1.635, 0.158)
H (-1.427, -2.438, -0.628)
H (-0.889, -4.751, 0.370)
H (-0.359, -4.607, -1.990)
H (0.564, -3.064, -1.751)
H (1.672, -5.650, -1.777)
H (2.767, -6.281, 1.454)
H (3.913, -6.093, 0.112)
H (1.150, -2.493, 2.359)
H (2.624, -3.580, 2.429)
H (3.199, -2.430, -0.107)
H (2.078, -1.111, 0.539)
H (4.396, -2.172, 2.466)
H (4.623, -0.822, 1.221)
H (2.351, -1.921, 4.312)
H (1.120, -0.369, 6.012)
H (1.211, 2.340, 5.627)
H (2.516, 3.293, 3.404)
H (3.718, 1.640, 1.642)
H (-3.149, -0.643, 0.221)
H (-3.017, 0.818, 1.342)
H (-2.242, -0.589, -1.963)
H (-0.684, 0.403, -3.869)
H (1.145, 2.309, -3.195)
H (1.316, 3.213, -0.638)
H (-0.307, 2.176, 1.341)
C (-6.119, 3.096, 2.250)
N (-5.277, 2.358, 1.272)
O (-5.730, 1.323, 0.809)
O (-4.190, 2.844, 1.004)
H (-7.050, 2.552, 2.392)
H (-5.561, 3.157, 3.184)
H (-6.309, 4.086, 1.838)
C (2.145, 5.044, -6.131)
N (2.520, 4.353, -4.869)
O (2.165, 4.868, -3.820)
O (3.159, 3.318, -4.975)
H (1.585, 5.944, -5.884)
H (3.066, 5.295, -6.655)
H (1.533, 4.355, -6.712)
C (4.630, 7.622, -2.665)
N (4.758, 8.248, -4.006)
O (3.824, 8.108, -4.782)
O (5.790, 8.856, -4.234)
H (3.667, 7.117, -2.603)
H (5.447, 6.909, -2.555)
H (4.697, 8.417, -1.923)
C (-6.835, -3.882, -0.295)
N (-5.997, -5.070, -0.606)
O (-4.786, -4.952, -0.483)
O (-6.581, -6.078, -0.962)
H (-6.185, -3.063, 0.007)
H (-7.387, -3.625, -1.198)
H (-7.509, -4.159, 0.515)

***

(4)
DFT (ωB97M-V with the def2-TZVPD basis set) results for a structure of composition C26H42N8O5RuS2.

## Properties
expectation value of S² = 8.76
2S+1 = 6
LUMO level (spin up / spin down) = -7.160 / -7.936 eV
orbital gap (spin up / spin down) = 0.262 / 0.286 hartree
relative energy (zero: lowest compared OMol25 entry of this formula, charge and spin) = 0.000 eV
charge = +3

Cartesian coordinates (Å):
Ru (-11.455, -7.197, 19.232)
N (-12.049, -8.207, 25.554)
C (-12.280, -7.986, 24.064)
C (-12.592, -6.511, 23.889)
C (-12.820, -6.253, 22.438)
N (-11.581, -6.443, 21.648)
C (-13.991, -7.150, 21.886)
C (-13.660, -8.624, 21.973)
N (-12.560, -9.084, 21.088)
C (-13.368, -8.890, 23.519)
H (-11.529, -7.392, 25.933)
H (-11.508, -9.040, 25.827)
H (-12.917, -8.271, 26.082)
H (-11.284, -8.238, 23.566)
H (-11.692, -5.969, 24.249)
H (-13.504, -6.239, 24.444)
H (-13.164, -5.207, 22.366)
H (-10.873, -7.022, 22.114)
H (-11.145, -5.511, 21.607)
H (-14.116, -6.840, 20.819)
H (-14.923, -6.815, 22.349)
H (-14.537, -9.230, 21.800)
H (-12.699, -10.103, 20.894)
H (-11.617, -9.091, 21.519)
H (-13.173, -9.903, 23.730)
H (-14.263, -8.606, 24.084)
C (-7.269, -8.468, 22.732)
C (-8.577, -9.126, 22.334)
C (-8.506, -10.635, 22.285)
O (-9.581, -8.497, 22.101)
H (-7.343, -7.481, 23.186)
H (-6.590, -8.492, 21.873)
H (-6.805, -9.205, 23.414)
H (-7.568, -10.884, 21.791)
H (-9.351, -11.197, 21.844)
H (-8.376, -11.116, 23.264)
C (-7.180, -10.216, 17.008)
N (-8.556, -9.897, 17.485)
C (-9.600, -10.743, 17.392)
C (-10.681, -10.126, 17.961)
N (-10.237, -8.891, 18.483)
C (-8.984, -8.845, 18.153)
H (-7.131, -10.331, 15.892)
H (-6.913, -11.130, 17.508)
H (-6.471, -9.414, 17.321)
H (-9.551, -11.696, 16.906)
H (-11.709, -10.387, 18.184)
H (-8.390, -8.028, 18.397)
O (-5.749, 0.963, 22.826)
S (-5.533, 2.079, 21.956)
O (-5.378, 1.831, 20.581)
O (-5.324, 3.377, 22.425)
C (-8.517, 0.519, 19.690)
N (-7.885, 1.144, 18.792)
C (-7.461, 0.487, 17.744)
C (-7.772, -0.847, 17.619)
C (-8.488, -1.441, 18.622)
N (-8.972, -0.749, 19.703)
C (-8.915, -2.889, 18.637)
C (-9.530, -3.484, 17.488)
C (-10.047, -4.743, 17.559)
N (-10.051, -5.442, 18.698)
C (-9.343, -4.967, 19.795)
C (-8.846, -3.702, 19.771)
H (-6.877, 0.965, 16.991)
H (-7.432, -1.493, 16.842)
H (-9.650, -2.899, 16.629)
H (-10.621, -5.068, 16.717)
H (-9.238, -5.613, 20.658)
H (-8.258, -3.342, 20.659)
O (-13.201, -6.388, 18.360)
S (-14.415, -5.278, 18.619)
C (-14.002, -3.801, 17.521)
C (-14.267, -4.314, 16.116)
C (-15.661, -4.974, 16.160)
C (-15.627, -5.918, 17.395)
H (-13.060, -3.375, 17.757)
H (-14.748, -3.053, 17.812)
H (-13.492, -5.033, 15.915)
H (-14.276, -3.454, 15.482)
H (-15.995, -5.540, 15.322)
H (-16.340, -4.141, 16.216)
H (-15.195, -6.852, 17.238)
H (-16.569, -5.963, 17.941)

***

(5)
DFT (ωB97M-V with the def2-TZVPD basis set) results for a structure of composition C26H42O13P2S3Sn.

## Properties
2S+1 = 1
LUMO level = -5.580 eV
orbital gap = 0.334 hartree
relative energy (zero: lowest compared OMol25 entry of this formula, charge and spin) = 0.785 eV
charge = +2

Cartesian coordinates (Å):
Sn (-0.900, -0.106, 0.009)
C (-1.864, -1.932, 4.949)
C (-0.666, -1.152, 5.447)
C (0.550, -2.019, 5.691)
O (-0.332, -0.057, 4.508)
P (0.132, -0.130, 3.031)
O (-0.351, -1.227, 2.148)
C (1.946, -0.097, 3.000)
P (2.479, -0.165, 1.266)
O (1.444, 0.310, 0.296)
O (2.854, -1.685, 1.134)
C (2.932, -2.378, -0.156)
C (4.118, -3.314, -0.071)
C (1.635, -3.114, -0.421)
O (3.743, 0.734, 1.072)
C (5.031, 0.510, 1.755)
C (6.090, 0.451, 0.677)
C (5.251, 1.639, 2.739)
O (-0.412, 1.225, 2.409)
C (-0.163, 2.592, 2.905)
C (0.262, 3.432, 1.715)
C (-1.439, 3.079, 3.557)
H (-2.154, -2.657, 5.709)
H (-1.625, -2.460, 4.025)
H (-2.712, -1.274, 4.761)
H (-0.923, -0.605, 6.351)
H (0.814, -2.576, 4.787)
H (0.323, -2.733, 6.481)
H (1.404, -1.422, 6.016)
H (2.309, -1.004, 3.486)
H (2.339, 0.778, 3.520)
H (3.099, -1.626, -0.928)
H (3.949, -4.072, 0.697)
H (5.026, -2.767, 0.183)
H (4.267, -3.813, -1.028)
H (1.300, -3.635, 0.476)
H (1.788, -3.848, -1.209)
H (0.844, -2.439, -0.741)
H (4.973, -0.448, 2.279)
H (6.101, 1.388, 0.118)
H (5.890, -0.367, -0.017)
H (7.071, 0.296, 1.125)
H (5.168, 2.600, 2.230)
H (6.250, 1.557, 3.167)
H (4.531, 1.609, 3.559)
H (0.640, 2.533, 3.642)
H (-0.469, 3.310, 0.914)
H (1.236, 3.121, 1.340)
H (0.305, 4.481, 1.999)
H (-2.254, 3.047, 2.832)
H (-1.312, 4.103, 3.906)
H (-1.699, 2.448, 4.406)
O (-3.275, -0.745, -0.049)
S (-3.206, -1.425, -1.350)
O (-2.851, -2.810, -1.286)
O (-2.216, -0.678, -2.187)
C (-4.719, -1.138, -2.219)
C (-5.486, -2.127, -2.799)
C (-6.583, -1.762, -3.571)
C (-6.894, -0.426, -3.771)
C (-6.137, 0.582, -3.182)
C (-5.067, 0.213, -2.403)
S (-3.232, 2.156, -2.131)
O (-3.737, 3.458, -2.324)
O (-4.347, 1.190, -1.674)
O (-2.099, 1.969, -1.265)
H (-5.217, -3.165, -2.646)
H (-7.205, -2.530, -4.011)
H (-7.743, -0.158, -4.384)
H (-6.383, 1.630, -3.308)
C (-2.288, 1.365, -6.070)
S (-2.229, 0.513, -4.493)
O (-2.908, 1.743, -3.677)
C (-0.488, 0.645, -4.187)
C (0.246, -0.507, -4.439)
C (1.621, -0.462, -4.275)
C (2.228, 0.708, -3.836)
C (1.471, 1.838, -3.558)
C (0.098, 1.819, -3.740)
H (-1.771, 2.319, -5.995)
H (-3.330, 1.507, -6.358)
H (-1.793, 0.707, -6.787)
H (-0.250, -1.410, -4.779)
H (2.214, -1.341, -4.490)
H (3.305, 0.748, -3.732)
H (1.948, 2.747, -3.216)
H (-0.495, 2.707, -3.557)